Entry 1:
Below is a 12-piece molecular cluster, H24O12 overall in a non-equilibrium geometry, with properties calculated with the ωB97M-V functional and the def2-TZVPD basis.

Results
Highest occupied orbital energy (eV): -10.21
ΔE to the lowest compared entry with this formula, charge and spin (kcal/mol): 52.9
HOMO-LUMO gap (eV): 10.156
SMILES string: O.O.O.O.O.O.O.O.O.O.O.O

```
! wB97M-V def2-TZVPD RIJCOSX def2/J DEFGRID3
* xyz 0 1
O -0.07 2.10 -2.21
H 0.54 2.77 -2.59
H 0.61 1.47 -1.90
O -2.30 0.94 -0.64
H -2.07 1.66 -1.21
H -3.22 1.14 -0.38
O 2.20 0.65 -1.81
H 2.63 1.51 -2.02
H 1.99 0.19 -2.66
O 0.16 -2.00 -2.18
H 0.27 -1.31 -1.55
H 0.95 -2.07 -2.67
O 1.23 1.78 0.94
H 0.51 1.98 1.54
H 0.95 1.01 0.49
O 1.55 -3.69 -0.46
H 1.67 -2.83 -0.85
H 1.85 -4.31 -1.14
O 0.33 -0.65 2.54
H 0.64 0.07 3.07
H 1.12 -1.18 2.42
O 2.44 -2.33 2.15
H 3.11 -1.77 2.54
H 2.56 -2.10 1.19
O -3.77 -1.77 -0.46
H -4.28 -2.30 0.15
H -3.29 -1.18 0.12
O -1.09 3.44 0.16
H -0.52 3.24 -0.54
H -1.08 2.68 0.74
O -1.46 1.64 2.22
H -2.38 1.68 2.40
H -1.39 0.71 2.04
O 0.11 -0.42 -0.11
H 0.28 -0.74 0.74
H -0.76 -0.01 -0.05
*
```

Entry 2:
Below is H24O12 as an isolated structure in a non-equilibrium geometry, with properties calculated with the ωB97M-V functional and the def2-TZVPD basis.

Results
Highest occupied orbital energy (eV): -8.18
ΔE to the lowest compared entry with this formula, charge and spin (kcal/mol): 280.6
HOMO-LUMO gap (eV): 7.059

```
! wB97M-V def2-TZVPD RIJCOSX def2/J DEFGRID3
* xyz 0 1
O 30.36 22.21 1.91
H 29.45 22.53 1.97
H 30.85 22.80 2.49
O 30.59 23.47 3.71
H 30.82 23.96 4.49
H 29.64 23.36 3.76
O 29.53 25.76 4.11
H 29.55 26.50 4.72
H 30.25 25.93 3.50
O 28.24 21.47 3.41
H 27.53 21.22 4.00
H 28.91 21.83 3.99
O 28.14 23.08 2.04
H 28.12 22.78 2.95
H 27.76 22.36 1.55
O 32.63 23.42 2.31
H 32.40 23.42 3.24
H 32.54 22.51 2.04
O 29.65 21.60 4.93
H 30.39 22.17 5.13
H 29.68 20.93 5.62
O 30.51 25.64 2.30
H 31.09 25.75 1.54
H 30.51 24.70 2.47
O 32.00 25.29 6.19
H 31.68 25.96 6.78
H 31.28 24.67 6.10
O 28.36 23.73 4.26
H 28.33 23.69 5.22
H 28.47 24.65 4.06
O 30.57 23.52 6.10
H 31.22 23.49 6.80
H 29.77 23.84 6.53
O 32.91 24.36 4.49
H 32.41 24.90 5.11
H 33.41 23.76 5.05
*
```

Entry 3:
Below is a 12-piece molecular cluster, H24O12 overall in a non-equilibrium geometry, with properties calculated with the ωB97M-V functional and the def2-TZVPD basis.

Results
Highest occupied orbital energy (eV): -7.77
ΔE to the lowest compared entry with this formula, charge and spin (kcal/mol): 185.7
HOMO-LUMO gap (eV): 7.873
SMILES string: O.O.O.O.O.O.O.O.O.O.O.O

```
! wB97M-V def2-TZVPD RIJCOSX def2/J DEFGRID3
* xyz 0 1
O 0.87 -0.28 -0.07
H 0.00 -0.67 0.09
H 1.29 -0.91 -0.67
O -0.85 3.92 1.00
H -1.48 4.53 1.41
H -0.87 3.15 1.57
O -0.41 -3.67 -2.54
H -1.31 -3.76 -2.19
H -0.32 -4.41 -3.14
O 0.42 1.08 -1.21
H -0.45 1.05 -1.61
H 1.03 1.03 -1.96
O -0.68 -1.68 4.01
H -1.30 -1.96 4.69
H -1.11 -0.93 3.58
O 1.73 -2.88 0.65
H 2.48 -3.10 0.09
H 1.96 -3.25 1.51
O 2.86 -0.72 -3.06
H 2.81 -1.35 -3.79
H 2.19 -1.02 -2.44
O 5.74 0.68 1.99
H 5.03 0.49 1.37
H 5.29 0.97 2.79
O -3.92 -2.27 0.88
H -3.62 -2.62 1.73
H -4.88 -2.38 0.92
O -2.78 2.08 -2.96
H -2.71 2.12 -3.92
H -1.87 1.92 -2.66
O 0.71 3.56 0.04
H 0.50 3.43 -0.89
H 1.29 2.81 0.25
O -3.29 0.53 1.33
H -4.11 0.72 1.81
H -3.01 1.39 1.00
*
```

> The lowest ΔE to the lowest compared entry with this formula, charge and spin belongs to which entry?

number 1